Entry 1:
A 9-piece molecular cluster, C55H128N8O9 overall in a non-equilibrium geometry, computed with the ωB97M-V functional and the def2-TZVPD basis.

Structure (XYZ):
```
200
Properties=species:S:1:pos:R:3:forces:R:3:mulliken_charge:R:1
C -0.5641 2.4919 -4.7151 -0.9 0.5 -0.7 -1.9912
C 0.6923 3.2505 -4.2645 0.0 0.6 0.3 2.5778
C 0.9284 2.8831 -2.7806 -0.6 -1.5 -0.9 -1.4186
C 1.8427 2.8142 -5.1688 0.8 0.5 0.2 -1.4712
C 1.9129 3.5714 -6.4802 0.2 0.2 -0.8 -0.6591
C 1.9497 5.0642 -6.2044 -1.1 0.6 -0.7 -1.3454
C 0.6762 5.5518 -5.4864 1.9 -0.9 2.1 1.6616
C 0.9058 6.9864 -4.9863 0.7 0.2 -1.9 -2.1378
C -0.5390 5.4309 -6.3164 -1.7 0.9 -1.5 -1.6423
N 0.6520 4.7276 -4.2318 -1.5 1.1 0.2 0.5167
O -0.6015 5.1855 -3.5177 1.0 -1.1 -1.1 -0.5300
H -0.8596 2.5743 -5.8122 0.9 -0.4 1.2 0.2378
H -0.4798 1.4363 -4.3712 -0.2 0.6 -0.5 0.4350
H -1.4060 2.9711 -4.2273 -0.3 -0.2 0.4 0.4229
H -0.0383 3.0654 -2.2772 0.7 0.2 0.3 0.0524
H 1.0825 1.7826 -2.7509 0.1 0.5 0.2 -0.2396
H 1.8129 3.3753 -2.3744 -0.4 0.2 0.1 0.4620
H 2.8174 2.9235 -4.6757 -0.2 -0.2 0.2 0.4030
H 1.5974 1.7854 -5.3359 0.6 -0.9 -0.2 0.5038
H 2.7882 3.3420 -7.1369 -0.5 -0.3 0.8 0.3556
H 1.0315 3.2959 -7.0734 0.1 0.3 -0.1 0.3315
H 1.9648 5.6498 -7.1299 0.3 -0.2 -0.1 0.4964
H 2.8119 5.3784 -5.6274 0.3 -0.2 0.2 0.3710
H -0.0082 7.3617 -4.6341 -1.2 0.7 0.6 0.4904
H 1.2668 7.6452 -5.8053 -0.5 -0.4 0.1 0.4057
H 1.6636 7.1082 -4.2381 0.4 -0.5 0.6 0.3564
H -0.4682 6.2145 -7.1047 -0.1 -0.6 0.2 0.4264
H -1.4820 5.6691 -5.7949 0.6 -0.1 0.2 0.2907
H -0.7082 4.4647 -6.8094 0.4 0.3 0.2 0.3257
H -0.2364 5.5334 -2.7109 0.2 0.2 0.5 0.2926
C 2.2822 -5.3992 -1.5408 -0.1 -0.8 -1.3 -2.2295
C 2.7843 -4.3230 -0.6578 0.8 0.9 0.0 2.4592
C 1.9787 -4.2291 0.6563 1.0 0.6 -1.1 -2.4755
C 4.2856 -4.5146 -0.3424 -0.2 -0.1 2.0 -1.0656
C 5.2012 -4.1999 -1.5166 -1.0 -0.1 -0.3 -0.9085
C 4.9204 -2.8462 -2.1705 0.0 -0.2 0.9 -1.2201
C 3.4433 -2.5973 -2.5332 0.5 -0.4 2.6 1.5533
C 3.2792 -1.0913 -2.6953 0.4 -0.4 -0.9 -2.4230
C 2.9647 -3.3560 -3.7027 -1.3 1.1 -1.9 -1.4799
N 2.6646 -2.9622 -1.2878 -0.4 0.5 0.0 0.6829
O 1.2533 -2.7238 -1.5947 0.8 -0.2 1.0 -0.4236
H 1.3596 -5.0265 -2.0034 0.0 -0.6 0.1 0.3904
H 2.9990 -5.6968 -2.3184 -0.2 0.4 0.1 0.4503
H 2.1638 -6.3362 -1.0292 -0.6 -0.4 0.7 0.4409
H 2.1984 -3.2025 0.9418 -0.4 -0.1 0.6 0.2716
H 0.9334 -4.4105 0.5145 -0.7 0.2 -0.2 0.2611
H 2.3154 -4.9352 1.3868 0.5 -0.4 0.5 0.7568
H 4.4867 -3.9586 0.6225 0.1 0.0 -1.2 0.3270
H 4.4335 -5.5723 0.0075 -0.2 0.7 -0.6 0.3600
H 6.2408 -4.2939 -1.2509 0.4 0.0 0.1 0.5116
H 4.9584 -4.9793 -2.2263 0.4 -0.3 -0.5 0.3214
H 5.6050 -2.6468 -2.9868 -0.1 -0.2 -0.6 0.4538
H 5.2022 -2.1055 -1.4371 0.0 0.4 0.4 0.3955
H 3.8167 -0.8141 -3.6013 0.1 0.2 -0.2 0.6446
H 3.7887 -0.5974 -1.8750 -0.4 0.2 0.2 0.4749
H 2.2397 -0.7996 -2.8434 0.1 0.0 0.3 0.3013
H 2.8259 -4.4085 -3.5978 0.2 -0.4 0.2 0.2649
H 3.6503 -3.1882 -4.5436 -0.4 0.1 -0.1 0.4109
H 1.9488 -2.9105 -3.8997 0.9 -0.6 -0.4 0.2766
H 0.9651 -2.2318 -0.7749 0.2 -0.2 -1.0 -0.2755
C 6.1689 4.4844 -1.1194 0.5 -0.1 0.0 -1.9313
C 5.2154 4.5071 0.1120 -0.9 0.5 -1.1 1.7580
C 5.3288 5.9606 0.7236 0.9 -0.3 0.2 -1.7770
C 3.7085 4.2768 -0.3452 1.3 -1.5 1.7 -1.1902
C 2.8784 3.9151 0.9107 -0.3 0.5 0.0 -0.5960
C 3.4409 2.8071 1.7654 0.9 -1.7 0.1 -0.0040
C 4.8692 3.0433 2.2187 1.4 0.9 0.7 1.5379
C 4.9909 4.1359 3.4113 0.4 -0.5 -0.8 -1.4639
C 5.5505 1.7688 2.8172 1.0 0.2 -0.5 -1.8734
N 5.6741 3.3892 1.0214 -0.1 1.4 0.1 -0.0741
O 6.9399 3.8857 1.5431 0.8 -1.8 -1.1 -0.4829
H 6.3195 3.4901 -1.6001 -0.3 0.4 0.7 0.3279
H 5.8474 5.1518 -1.9325 -0.2 0.0 0.4 0.3947
H 7.1620 4.8607 -0.7948 -0.5 -0.3 -0.2 0.4637
H 6.3304 5.9973 1.2107 -0.9 0.1 0.1 0.4170
H 5.4184 6.7591 -0.0373 -0.5 -0.6 0.0 0.4497
H 4.5172 6.2404 1.4250 0.6 -0.3 -0.4 0.3104
H 3.3526 5.1662 -0.8341 -0.2 0.4 -0.1 0.7004
H 3.6048 3.4332 -1.0380 0.4 0.1 -0.1 0.1032
H 2.9067 4.7812 1.5767 -0.8 0.3 -0.2 0.4179
H 1.8691 3.5904 0.5877 0.2 0.7 0.4 0.0433
H 3.4369 1.8584 1.1670 -0.1 0.6 0.6 -0.4423
H 2.9507 2.6270 2.7490 -0.6 0.1 -1.0 0.3788
H 4.1589 3.9892 4.0931 -0.1 -0.2 0.2 0.3607
H 5.0076 5.2110 3.1556 -0.1 -0.7 -0.3 0.2991
H 5.9460 3.9260 3.9320 -0.6 0.2 -0.2 0.4211
H 5.1728 1.5119 3.7946 -0.3 0.1 0.4 0.2783
H 6.6555 1.9582 2.9473 -1.2 0.0 -0.1 0.5007
H 5.4915 0.8572 2.2032 -0.3 0.4 -0.2 0.2835
H 7.5341 3.2028 1.1381 -0.4 1.1 0.7 0.3746
C 1.8101 -0.7285 6.9810 -0.1 -0.1 1.0 -1.8472
C 1.0375 -0.2170 5.7835 -1.5 -0.5 0.4 1.8129
C 0.2416 0.9974 6.1621 -1.1 1.5 0.4 -1.8882
C 1.9233 0.2082 4.6697 1.1 -0.7 -1.1 -0.6546
C 2.5931 -0.9816 3.9659 -1.4 0.9 -0.8 -1.5938
C 1.5829 -2.0155 3.4054 -0.1 0.6 1.5 0.1743
C 0.5616 -2.4507 4.5388 0.0 0.6 -1.8 1.4640
C -0.7638 -3.0446 3.8998 2.2 0.1 -0.4 -1.8316
C 1.1868 -3.5541 5.3915 -2.5 0.3 1.0 -1.8425
N 0.0752 -1.1813 5.1915 -0.4 -1.5 0.6 0.8079
O -0.8472 -1.6816 6.2380 0.7 0.9 -0.4 -0.5680
H 1.1874 -0.9964 7.8442 -0.4 0.0 -0.5 0.3540
H 2.3370 -1.6372 6.7294 0.6 0.1 0.1 0.2822
H 2.4485 0.0550 7.4163 0.3 -0.3 -0.6 0.4235
H -0.2710 1.4246 5.2482 0.5 -0.4 1.1 -0.0271
H -0.4942 0.8175 6.9523 -0.2 -0.4 -0.4 0.5168
H 0.8511 1.7719 6.6687 0.2 -0.2 -0.7 0.3911
H 1.3926 0.7794 3.9028 -0.1 0.3 0.4 -0.2511
H 2.7112 0.7671 5.1828 0.0 0.5 -0.6 0.5104
H 3.2447 -0.5610 3.1966 0.1 -0.4 -0.1 0.3766
H 3.1709 -1.3851 4.7267 1.5 -1.3 1.1 0.6458
H 2.1300 -2.8790 3.0325 -0.2 -0.1 0.1 0.5391
H 1.0632 -1.5615 2.5791 -0.4 0.1 -0.4 -0.5165
H -1.4194 -3.3990 4.6752 -0.2 -0.3 0.2 0.6079
H -0.4496 -3.8560 3.2013 -0.4 0.4 0.4 0.1160
H -1.2207 -2.2332 3.3524 -0.3 0.1 -0.3 0.3839
H 2.1468 -3.3428 5.8063 0.6 0.1 0.2 0.4050
H 1.2260 -4.4538 4.7802 0.1 -0.1 0.1 0.4146
H 0.4017 -3.6867 6.2098 1.4 -0.3 -0.7 0.3866
H -1.7047 -1.3789 5.9185 0.1 0.1 0.0 0.3193
C -6.7286 -7.8765 0.2868 1.8 0.6 1.4 -0.8058
O -5.3356 -7.6884 0.5025 0.1 0.0 -0.8 -0.3348
C -4.9802 -6.7032 1.4232 -1.0 -1.1 0.9 -0.4818
C -3.5109 -6.5472 1.3105 0.9 1.1 -1.5 0.4712
C -2.6890 -7.8239 1.4319 0.1 0.4 -1.5 -1.3972
N -3.1435 -5.4455 2.1690 0.6 0.8 1.0 -0.2215
H -7.1804 -6.9813 -0.0774 -0.5 0.7 -0.4 0.2862
H -7.1087 -8.1192 1.2628 -1.0 -0.5 0.3 0.3223
H -6.7323 -8.6624 -0.4118 -0.7 -1.0 -0.8 0.2757
H -5.4525 -5.7466 1.2151 -0.2 0.2 -0.1 0.2572
H -5.2933 -7.0310 2.4529 0.2 0.3 -0.4 0.3469
H -3.4035 -6.0987 0.2814 0.3 -0.8 0.6 0.1062
H -2.9867 -8.4973 0.5885 0.4 0.4 0.8 0.3339
H -2.8841 -8.3100 2.3687 0.0 -0.3 0.6 0.3668
H -1.6139 -7.5573 1.3272 -0.6 -0.4 0.2 0.3377
H -3.1770 -5.6732 3.1550 -0.3 -0.2 0.2 0.2390
H -2.1871 -5.1218 2.0481 -0.1 -0.1 -0.4 -0.1454
C -3.1459 3.0271 -1.3886 0.3 0.2 -0.4 -1.0039
O -2.6614 2.7747 -0.1106 0.1 -0.7 1.4 0.2683
C -2.7803 3.8266 0.8434 0.3 -1.2 -0.3 -1.0423
C -2.9697 3.2857 2.2714 0.1 0.0 0.0 0.2585
C -1.8253 2.4477 2.8318 0.7 0.3 0.0 -1.0972
N -4.1759 2.5201 2.5587 1.1 -0.4 0.2 -0.6015
H -3.0965 2.0586 -1.9021 0.1 0.5 -0.3 0.0869
H -2.5608 3.8363 -1.8833 -0.3 -0.6 -0.1 0.2052
H -4.1833 3.3249 -1.3361 -0.5 0.2 -0.2 0.5453
H -1.8355 4.3528 0.7833 0.2 0.7 0.2 0.3616
H -3.6012 4.4787 0.5644 -0.3 0.2 0.0 0.4700
H -2.9890 4.1847 2.8765 -0.2 0.3 0.3 0.5594
H -1.7330 1.4614 2.3680 -0.1 0.0 -0.1 -0.0717
H -2.0152 2.3110 3.8983 0.0 -0.1 -0.1 0.2992
H -0.8429 2.9421 2.7482 -0.3 -0.1 -0.2 0.5259
H -4.1687 1.6753 2.0187 0.0 -0.4 -0.2 -0.1255
H -5.0247 2.9745 2.3760 -1.2 1.0 -0.4 0.3056
C -4.1611 1.6058 -5.4694 -1.5 0.0 0.6 -0.7441
O -5.0342 1.4688 -4.3328 0.3 -0.1 -1.2 -0.3351
C -5.0227 0.1324 -3.8728 0.2 -0.4 0.7 -0.2451
C -6.1796 -0.0650 -2.8602 -0.1 0.5 -1.1 0.1810
C -6.1246 1.0966 -1.9042 -0.2 1.1 0.1 -0.6733
N -6.0953 -1.2787 -2.0913 1.0 -0.8 0.0 -0.6385
H -4.5109 1.0152 -6.2948 -0.1 -1.0 -0.4 0.4061
H -3.1890 1.3039 -5.1609 1.1 0.0 -0.1 0.2144
H -4.2337 2.5947 -5.8865 0.3 0.8 0.5 0.2832
H -5.1289 -0.6090 -4.6719 -0.1 0.2 -0.4 0.4537
H -4.0336 -0.0934 -3.4002 -0.5 0.1 0.1 -0.0121
H -7.1317 -0.1876 -3.4278 0.5 0.8 0.2 0.2653
H -5.1537 1.0299 -1.3913 -0.2 0.0 0.1 -0.3179
H -6.9255 1.0048 -1.1647 0.1 0.2 0.0 0.3923
H -6.1333 2.1017 -2.4041 -0.3 -1.1 0.4 0.3633
H -5.2510 -1.1852 -1.5081 -0.3 -0.5 -0.3 0.0378
H -5.9398 -2.0464 -2.7614 0.0 0.2 0.7 0.2649
C 1.5351 0.1800 -0.0335 -1.6 1.0 0.6 -0.3314
O 0.5404 -0.8142 0.1320 -0.5 -0.4 0.4 1.7895
C -0.7369 -0.3376 -0.3121 1.5 1.1 -1.0 -0.8333
C -1.8486 -1.2276 0.0659 -0.2 -0.4 -0.3 1.9848
C -1.7943 -2.5302 -0.6972 0.1 -0.7 0.6 -1.2392
N -3.0988 -0.5957 -0.2923 -1.4 -1.8 -0.1 0.7966
H 1.8643 0.2317 -1.0575 0.1 0.2 -0.3 -0.9703
H 2.3568 -0.0218 0.6287 0.4 -0.2 0.3 0.2656
H 1.0135 1.1362 0.2632 1.0 -0.5 -0.3 0.3245
H -0.8351 0.6879 0.0690 -0.4 -0.1 0.2 0.1971
H -0.7016 -0.2310 -1.4130 -0.1 -0.1 0.1 -0.4912
H -1.8373 -1.3496 1.1357 0.4 -0.6 0.7 -0.4383
H -0.8610 -3.0440 -0.5986 0.9 0.0 0.0 0.1028
H -1.9750 -2.3572 -1.7569 -0.2 0.0 0.0 0.2933
H -2.4710 -3.2671 -0.2710 -0.7 0.2 -0.2 0.0629
H -3.7846 -1.1896 0.2287 0.3 0.8 -0.7 -0.3624
H -3.1438 0.2991 0.1057 -0.1 1.7 0.7 -0.5753
C -4.8364 -0.7994 2.7084 -0.8 0.9 -0.3 -0.9392
C -5.0662 -2.2645 2.5897 -0.7 -1.3 0.0 0.8954
C -6.5082 -2.6669 2.2737 -1.1 0.3 0.4 -1.6595
O -4.1633 -2.7902 1.6458 0.4 -0.8 -0.3 0.1491
H -5.3512 -0.4531 3.6155 0.3 0.2 -0.2 0.5171
H -5.3159 -0.2508 1.8561 0.6 -0.4 0.5 0.0463
H -3.7561 -0.6123 2.7700 -0.3 0.2 0.0 0.1069
H -4.8888 -2.7015 3.5831 0.3 -0.1 0.0 0.2360
H -6.9475 -2.3952 1.3160 0.7 0.3 -0.5 0.2516
H -7.1968 -2.1613 2.9770 0.3 -0.4 0.1 0.4364
H -6.6764 -3.7463 2.3485 0.2 0.1 0.2 0.3828
H -4.0446 -3.7742 1.7595 0.0 0.8 0.1 -0.1807
```
Positions in Å, forces in eV/Å.

Values from the calculation:
E_LUMO: 0.5 eV
Kohn-Sham gap: 8.738 eV
SMILES string: CC1(C)CCCC(C)(C)N1O.CC1(C)CCCC(C)(C)N1O.CC1(C)CCCC(C)(C)N1O.CC1(C)CCCC(C)(C)N1O.COC[C@H](C)N.COC[C@H](C)N.COC[C@H](C)N.COC[C@H](C)N.CC(C)O
Largest force on an atom: 2.99 eV Å⁻¹


Entry 2:
C19H46N3O9Sr as an isolated structure in a non-equilibrium geometry, computed with the ωB97M-V functional and the def2-TZVPD basis.

Structure (XYZ):
```
78
Properties=species:S:1:pos:R:3:forces:R:3:mulliken_charge:R:1
Sr 6.5693 18.5246 -23.9136 -1.9 -2.5 0.2 1.6687
O 3.4895 15.3492 -24.1498 0.9 -0.3 -0.3 -0.3240
C 4.5396 16.1363 -23.9275 -0.3 0.4 -1.6 1.2373
O 4.3835 16.9999 -23.0778 0.1 3.3 3.2 -0.8075
O 5.5582 16.1538 -24.6298 2.3 -0.3 -1.8 -0.9564
H 2.9726 15.6412 -23.3953 -1.4 -0.3 0.5 -0.0312
C 0.3281 15.2409 -21.0183 -0.4 0.9 0.5 -0.8720
O 0.7464 15.8506 -22.2548 0.7 -0.7 0.5 -0.0601
C -0.1503 16.7189 -22.9013 -2.1 -0.5 0.3 -0.9112
C 0.4478 17.4090 -24.0776 0.3 -1.0 0.4 -0.3645
N 0.5687 16.5138 -25.2444 0.5 1.7 0.2 -0.3243
C 1.1475 17.3387 -26.3016 0.7 -1.0 -1.2 -0.4730
C 1.7961 16.4436 -27.3865 -1.4 1.4 0.0 -0.4359
O 1.9651 17.3187 -28.5117 0.9 -1.0 0.4 -0.3209
C 2.6726 16.7278 -29.5930 -0.3 0.4 -0.3 -0.7313
H -0.0418 15.9885 -20.3165 0.4 0.7 0.1 0.4138
H 1.1579 14.7257 -20.5345 0.1 0.0 -0.5 0.1590
H -0.5338 14.5741 -20.9959 0.1 -0.5 -1.2 0.3087
H -0.5903 17.4657 -22.2404 0.3 0.1 0.5 0.4391
H -1.0053 16.1450 -23.2588 -0.3 -0.3 -0.1 0.3833
H 1.3961 17.7464 -23.6595 0.7 0.5 -0.5 0.1137
H -0.1459 18.2795 -24.3565 -0.1 -0.1 0.0 0.5467
H 1.2541 15.8030 -25.0323 0.0 -0.3 0.2 0.1359
H 2.0008 17.9609 -26.0318 0.2 0.3 0.9 0.1584
H 0.4350 18.0479 -26.7227 -0.3 -0.4 -0.1 0.4427
H 1.1209 15.6252 -27.6363 0.1 -0.2 -0.1 0.4045
H 2.7211 16.0728 -26.9449 0.4 -0.2 -0.4 0.1988
H 2.7387 17.5049 -30.3545 0.0 -0.1 -0.1 0.2602
H 2.1595 15.8631 -30.0137 -0.3 0.0 0.0 0.3039
H 3.6868 16.3877 -29.3835 0.2 0.1 0.6 0.2866
C 6.8272 10.3090 -21.8686 -0.8 -0.2 -0.7 -0.8465
O 5.7136 11.1808 -22.0323 -0.4 0.4 0.6 -0.1853
C 5.4074 11.5463 -23.3810 0.3 0.2 0.5 -1.0187
C 4.1360 12.4372 -23.5157 0.2 -1.2 -0.2 0.3729
N 2.9037 11.7372 -23.1789 1.1 -0.4 -0.7 -0.3854
C 1.7134 12.5650 -23.3054 -0.7 -1.8 0.9 0.4576
C 0.5888 11.8058 -22.4936 0.8 0.8 0.8 -1.0061
O 0.9375 11.9757 -21.1014 0.6 -0.4 -0.6 -0.1481
C 0.5382 10.8739 -20.3067 -1.2 0.8 0.3 -0.9250
H 7.7448 10.6704 -22.3329 0.1 0.3 -0.1 0.3366
H 6.5550 9.3696 -22.3498 0.3 -0.4 0.1 0.3221
H 7.0223 10.1332 -20.8107 -0.3 0.2 0.0 0.2283
H 5.3265 10.6526 -23.9998 -0.4 -0.2 0.0 0.4281
H 6.3155 12.0398 -23.7272 -0.1 0.6 -0.5 0.4354
H 4.0326 12.6624 -24.5771 0.4 0.4 -0.2 0.2202
H 4.1924 13.3781 -22.9682 0.5 0.1 0.2 -0.2858
H 3.0708 11.2219 -22.3264 -0.8 0.4 0.4 0.3398
H 1.4230 12.6807 -24.3496 0.0 -0.3 -0.2 0.2143
H 1.9254 13.5844 -22.9831 -0.5 0.1 0.7 -0.4188
H 0.5376 10.7288 -22.6536 0.8 -0.1 -0.7 0.5567
H -0.4542 12.0763 -22.6585 0.0 0.9 -0.2 0.4751
H 0.9851 10.9374 -19.3146 0.3 0.0 -0.2 0.2379
H 0.6742 9.8922 -20.7604 0.4 0.0 -0.1 0.3410
H -0.5325 11.0145 -20.1590 -0.4 -0.5 0.2 0.3567
C 8.0970 17.6898 -17.2958 1.0 -0.6 0.1 -0.8568
O 7.0674 17.5245 -18.2597 0.2 -0.6 1.0 -0.2754
C 6.1854 18.6096 -18.3260 -0.1 0.8 -0.9 -0.6839
C 4.8520 18.2638 -18.9753 -0.7 0.4 1.1 -0.1005
N 4.1622 17.2033 -18.2515 1.4 0.2 0.2 -0.3949
C 3.2554 16.5256 -19.1311 0.2 -0.8 -0.3 -0.9380
C 4.0511 15.4991 -19.9632 -1.3 0.9 -0.1 0.7966
O 4.6128 14.5654 -19.0946 -0.2 0.0 -0.2 -0.5294
C 5.2999 13.5207 -19.7272 0.8 -1.3 1.4 -0.8520
H 8.5691 18.6708 -17.2413 -0.4 0.4 -0.4 0.3371
H 8.9125 17.0128 -17.5498 -0.1 -0.1 -0.3 0.2478
H 7.8744 17.4189 -16.2637 -0.9 0.0 0.0 0.3352
H 6.7330 19.3203 -18.9450 -0.3 0.8 -0.2 0.3724
H 5.9749 19.1120 -17.3818 0.2 -0.4 0.4 0.3769
H 4.8874 18.0583 -20.0451 0.4 0.0 -0.4 -0.0127
H 4.1701 19.0977 -18.8087 0.3 0.7 -0.5 0.3723
H 4.8925 16.5200 -18.1108 0.1 -0.4 0.8 0.3240
H 2.7642 17.2358 -19.7963 -0.2 0.0 0.0 0.2882
H 2.5063 16.0260 -18.5168 -0.2 -0.2 -0.2 0.3552
H 4.8301 16.0096 -20.5293 0.2 0.1 -0.2 0.1333
H 3.3241 15.1271 -20.6852 0.1 -0.8 -0.2 -0.2353
H 6.0133 13.7993 -20.5027 -0.5 0.2 -0.5 0.3016
H 4.6928 12.6379 -19.9280 -0.5 0.5 -1.0 0.2673
H 5.9248 13.0706 -18.9559 0.4 0.3 0.3 0.4193
```
Positions in Å, forces in eV/Å.

Values from the calculation:
E_LUMO: -6.0 eV
Kohn-Sham gap: 4.015 eV
Total charge: +1
ΔE to the lowest compared entry with this formula, charge and spin: 5.0533 eV
Largest force on an atom: 4.60 eV Å⁻¹